54
Properties=species:S:1:pos:R:3:nbo_charge:R:1 method="wB97M-V/def2-TZVPD" multiplicity=1 smiles="Cc1ccc(-c2nnc(Nc3ccc(OCC(N)=O)cc3)c3ccccc23)cc1S(N)(=O)=O" relative_energy_kcal_mol=0.0 homo_lumo_gap_ev=7.6 e_lumo_ha=-0.00735 molar_mass_g_mol=463.5
C 0.063 -5.048 -5.696 -0.6624
C 0.198 -4.115 -4.541 0.0126
C -0.371 -2.846 -4.545 -0.2058
C -0.226 -1.993 -3.466 -0.1803
C 0.503 -2.386 -2.345 -0.0825
C 0.650 -1.512 -1.176 0.1416
N 0.541 -2.094 -0.007 -0.2050
N 0.508 -1.408 1.106 -0.2830
C 0.550 -0.088 1.099 0.3872
N 0.393 0.491 2.328 -0.5901
C -0.250 1.686 2.648 0.1275
C -1.111 2.338 1.764 -0.2291
C -1.725 3.514 2.132 -0.2384
C -1.513 4.064 3.396 0.2564
O -2.181 5.233 3.658 -0.5004
C -1.915 5.891 4.874 -0.1710
C -2.493 5.184 6.106 0.6391
N -3.583 4.442 5.834 -0.8189
O -2.018 5.312 7.210 -0.6076
C -0.685 3.402 4.294 -0.2404
C -0.062 2.226 3.917 -0.2251
C 0.887 0.643 -0.089 -0.1238
C 1.290 1.990 -0.105 -0.1874
C 1.692 2.573 -1.277 -0.1890
C 1.734 1.832 -2.464 -0.1987
C 1.384 0.507 -2.468 -0.2017
C 0.942 -0.113 -1.286 0.0133
C 1.054 -3.667 -2.321 -0.1677
C 0.900 -4.500 -3.404 -0.2613
S 1.615 -6.140 -3.379 2.2839
N 2.332 -6.219 -1.858 -1.0748
O 0.563 -7.117 -3.436 -0.9391
O 2.669 -6.214 -4.353 -0.9423
H -0.489 -4.587 -6.512 0.2170
H -0.449 -5.955 -5.378 0.2488
H 1.050 -5.347 -6.045 0.2466
H -0.941 -2.524 -5.404 0.2154
H -0.706 -1.025 -3.483 0.2188
H 0.459 -0.184 3.080 0.4137
H -1.303 1.918 0.789 0.2243
H -2.387 4.025 1.452 0.2266
H -0.841 6.054 5.026 0.2058
H -2.403 6.867 4.788 0.2217
H -3.931 4.367 4.894 0.4070
H -4.042 3.941 6.575 0.4077
H -0.520 3.783 5.289 0.2243
H 0.580 1.716 4.620 0.2160
H 1.306 2.552 0.816 0.2318
H 2.001 3.608 -1.285 0.2188
H 2.069 2.306 -3.374 0.2195
H 1.473 -0.080 -3.369 0.2275
H 1.600 -3.999 -1.455 0.2577
H 3.307 -6.460 -1.926 0.4090
H 1.834 -6.845 -1.246 0.4067

***

99
Properties=species:S:1:pos:R:3:lowdin_spin:R:1 method="wB97M-V/def2-TZVPD" multiplicity=5 s2=6.02 homo_lumo_gap_ev="7.3 / 7.2" charge=+1 e_lumo_ha="-0.10009 / -0.10545" molar_mass_g_mol=880.5
Cr -0.193 1.122 0.570 3.8001
C -1.596 4.415 0.298 0.0030
C -0.090 4.314 0.194 0.0132
C 0.572 5.442 -0.302 -0.0029
C 1.970 5.427 -0.311 0.0114
C 2.652 4.285 0.057 -0.0002
C 4.048 4.137 0.016 0.0066
Br 5.098 5.634 -0.425 0.0012
C 4.591 2.941 0.294 -0.0020
C 3.877 1.787 0.618 0.0077
Br 4.853 0.161 0.784 0.0019
C 2.476 1.848 0.770 0.0022
O 1.730 0.833 1.081 0.0215
C 1.919 3.127 0.460 0.0069
N 0.550 3.176 0.469 0.0020
H -1.830 5.468 0.464 0.0002
H -2.101 3.809 1.115 0.0009
H -2.037 4.200 -0.685 0.0006
H 0.027 6.309 -0.641 -0.0003
H 2.548 6.313 -0.600 0.0007
H 5.685 2.911 0.236 -0.0003
C 1.144 1.207 4.152 0.0001
C -0.096 1.932 3.632 0.0044
O -1.008 1.085 2.888 0.0371
C -1.591 0.087 3.770 0.0035
C -2.851 -0.521 3.147 0.0013
H 1.868 1.937 4.603 0.0000
H 1.655 0.701 3.367 0.0001
H 0.862 0.553 4.933 0.0000
H 0.202 2.742 2.956 0.0019
H -0.642 2.356 4.478 0.0007
H -1.789 0.606 4.726 0.0006
H -0.899 -0.720 3.918 0.0001
H -3.694 0.200 3.062 0.0000
H -3.142 -1.341 3.774 0.0000
H -2.526 -0.814 2.156 0.0013
Br -5.916 1.353 1.174 -0.0008
C -4.423 1.508 0.054 -0.0002
C -4.582 1.704 -1.294 0.0088
C -3.517 1.730 -2.199 -0.0006
C -2.270 1.573 -1.655 0.0126
N -2.142 1.474 -0.326 0.0100
C -3.161 1.527 0.509 0.0119
H -5.522 1.836 -1.763 0.0005
H -3.762 1.861 -3.259 -0.0003
H -1.371 1.443 -2.199 0.0031
H -2.965 1.494 1.580 0.0015
C 2.002 -3.407 2.891 0.0000
C 0.476 -3.278 2.863 0.0009
C 0.022 -2.262 1.802 0.0060
C 0.673 -2.460 0.454 0.0007
C 2.222 -2.303 0.608 -0.0002
C 2.686 -2.281 2.090 0.0000
P -0.048 -1.207 -0.687 -0.0041
C -1.523 -2.000 -1.462 -0.0021
C -2.651 -2.340 -0.484 0.0006
C -4.030 -2.389 -1.245 0.0001
C -3.845 -3.059 -2.608 0.0000
C -2.565 -3.949 -2.642 -0.0003
C -1.239 -3.185 -2.393 -0.0011
C 0.986 -0.820 -2.173 0.0004
C 1.789 0.452 -2.053 0.0123
C 2.400 0.776 -3.424 0.0013
C 3.464 -0.279 -3.810 0.0007
C 3.324 -1.520 -2.917 0.0000
C 1.867 -1.950 -2.739 -0.0009
H 2.366 -4.375 2.492 0.0000
H 2.360 -3.357 3.922 0.0000
H 0.090 -3.006 3.851 0.0001
H 0.027 -4.213 2.587 0.0002
H 0.169 -1.208 2.118 0.0040
H -1.054 -2.317 1.684 0.0005
H 0.374 -3.428 0.104 -0.0004
H 2.483 -1.347 0.104 -0.0001
H 2.779 -3.011 -0.020 0.0000
H 2.478 -1.307 2.556 0.0000
H 3.777 -2.359 2.129 0.0000
H -1.877 -1.170 -2.107 -0.0001
H -2.766 -1.558 0.289 0.0006
H -2.512 -3.295 0.000 0.0000
H -4.459 -1.386 -1.397 0.0000
H -4.837 -2.871 -0.679 0.0000
H -3.764 -2.306 -3.395 0.0000
H -4.679 -3.734 -2.855 0.0000
H -2.466 -4.517 -3.581 -0.0001
H -2.645 -4.735 -1.891 0.0000
H -0.868 -2.818 -3.367 0.0000
H -0.584 -3.930 -1.955 0.0000
H 0.177 -0.562 -2.928 0.0000
H 2.600 0.338 -1.371 0.0000
H 1.199 1.295 -1.699 0.0088
H 2.717 1.832 -3.373 0.0001
H 1.652 0.791 -4.186 0.0000
H 4.498 0.101 -3.770 0.0000
H 3.342 -0.497 -4.852 0.0001
H 3.761 -1.352 -1.931 0.0000
H 3.895 -2.315 -3.344 0.0000
H 1.777 -2.893 -2.171 0.0000
H 1.367 -2.199 -3.682 0.0000

***

7
Properties=species:S:1:pos:R:3:nbo_charge:R:1 method="wB97M-V/def2-TZVPD" multiplicity=6 s2=8.76 relative_energy_kcal_mol=32.3 homo_lumo_gap_ev="7.0 / 7.0" e_lumo_ha="-0.04564 / -0.05423" molar_mass_g_mol=113.0
H -1.792 -1.324 0.540 0.1910
C -1.152 -0.547 0.101 0.0870
C -1.517 0.680 -0.305 -0.9203
H -2.592 0.869 -0.235 0.2131
O 0.149 -1.014 0.214 -0.2801
O 1.160 -0.013 0.167 -0.6755
Mn 0.290 1.530 -0.543 1.3848

***

65
Properties=species:S:1:pos:R:3:nbo_charge:R:1 method="wB97M-V/def2-TZVPD" multiplicity=1 homo_lumo_gap_ev=4.3 charge=-1 e_lumo_ha=0.07797 molar_mass_g_mol=462.6
C -3.527 2.694 -1.621 -0.2787
C -4.136 1.581 -2.085 -0.3452
C -3.441 0.652 -2.993 0.7694
O -2.601 1.073 -3.754 -0.5840
O -3.818 -0.645 -2.979 -0.5502
C -2.774 -1.542 -2.483 -0.0606
C -3.173 -2.084 -1.135 -0.4270
C -2.185 -3.148 -0.644 -0.3953
C -2.367 -3.431 0.867 -0.4018
C -1.060 -3.325 1.679 -0.4299
C -0.842 -1.950 2.413 -0.2113
N 0.195 -1.090 1.935 -0.8412
C -0.179 -0.372 0.796 0.1039
O 0.962 -0.053 -0.037 -0.5775
C 1.565 -1.214 -0.517 -0.2458
H -2.492 2.648 -1.293 0.2137
H -4.028 3.656 -1.581 0.2034
H -5.155 1.376 -1.766 0.2254
H -2.688 -2.330 -3.233 0.1801
H -1.828 -1.001 -2.436 0.2007
H -4.167 -2.535 -1.189 0.1982
H -3.168 -1.270 -0.407 0.2126
H -1.168 -2.796 -0.819 0.2097
H -2.327 -4.078 -1.200 0.1864
H -3.078 -2.720 1.293 0.1907
H -2.775 -4.441 0.963 0.1837
H -1.118 -4.092 2.462 0.1795
H -0.180 -3.567 1.080 0.2031
H -1.836 -1.451 2.497 0.1032
H -0.566 -2.218 3.442 0.1646
H -0.907 -0.906 0.132 0.0672
H -0.632 0.628 0.999 0.0974
H 2.374 -0.939 -1.204 0.1558
H 0.875 -1.837 -1.110 0.1358
H 2.008 -1.833 0.268 0.1826
O 3.540 -3.966 2.961 -0.9345
S 4.330 -2.954 3.592 2.3809
O 5.727 -3.191 3.826 -0.9602
O 3.643 -2.557 4.974 -0.7162
C 3.312 -3.621 5.881 -0.0761
C 4.522 -4.159 6.620 -0.6389
C 4.116 -1.410 2.785 -0.9050
H 2.789 -4.411 5.339 0.2014
H 2.604 -3.183 6.582 0.1917
H 5.206 -4.668 5.942 0.2268
H 4.204 -4.870 7.385 0.2061
H 5.073 -3.347 7.095 0.2112
H 3.047 -1.214 2.648 0.3113
H 4.613 -1.476 1.819 0.2475
H 4.583 -0.638 3.391 0.2417
O -1.661 5.918 -5.127 -0.9536
S -1.027 5.260 -4.021 2.3814
O -1.510 5.492 -2.694 -0.9442
O 0.532 5.601 -4.070 -0.7209
C 0.909 6.987 -4.151 -0.0753
C 0.777 7.707 -2.823 -0.6406
C -0.909 3.538 -4.316 -0.8963
H 0.326 7.479 -4.932 0.1954
H 1.948 6.979 -4.473 0.1896
H -0.265 7.792 -2.520 0.2289
H 1.194 8.712 -2.903 0.2084
H 1.304 7.163 -2.040 0.2202
H -0.511 3.379 -5.314 0.2462
H -1.911 3.125 -4.235 0.2899
H -0.268 3.094 -3.560 0.2646